Entry 1:
Computed, not measured: a molecular structure, C30H37N4PS4Sr, with ωB97M-V/def2-TZVPD.

The geometry in XYZ format:
```
77
Properties=species:S:1:pos:R:3:forces:R:3
Sr 0.3133 1.3231 1.0180 -0.2 0.0 -0.2
C -1.1838 3.1855 -1.2578 -0.1 -0.1 -0.1
C -2.1816 3.2645 -0.2909 0.0 0.0 0.0
C -1.9190 3.8879 0.9205 0.1 0.0 0.1
C -0.6488 4.4036 1.1765 0.1 -0.1 -0.1
C 0.3606 4.2836 0.2228 -0.1 0.1 0.1
C 0.0830 3.6930 -1.0094 0.1 0.0 0.1
H -1.3902 2.6909 -2.1993 0.0 0.0 0.0
H -3.1510 2.8217 -0.4771 0.0 0.0 0.0
H -2.6949 3.9606 1.6722 0.0 0.0 0.0
H -0.4357 4.8800 2.1255 0.0 0.0 0.0
H 1.3665 4.6091 0.4523 0.0 0.0 0.0
H 0.8749 3.5801 -1.7375 0.0 0.0 0.0
S 2.6268 1.3929 -0.6953 0.0 0.0 0.0
C 3.7041 0.7748 0.5743 0.0 0.1 0.0
C 4.6921 -0.1413 0.1829 0.0 0.0 0.0
C 5.6282 -0.6531 1.0634 0.0 0.0 0.0
C 5.6033 -0.2394 2.3905 0.0 0.0 0.0
C 4.6309 0.6526 2.8018 0.0 0.0 0.0
C 3.6563 1.1682 1.9332 0.0 0.0 0.1
S 2.4493 2.2528 2.6504 0.0 -0.1 0.0
H 4.7201 -0.4314 -0.8612 0.0 0.0 0.0
H 6.3791 -1.3511 0.7131 0.0 0.0 0.0
H 6.3308 -0.6130 3.1011 0.0 0.0 0.0
H 4.5936 0.9700 3.8368 0.0 0.0 0.0
C -0.7893 1.8504 4.1252 0.0 0.0 0.0
C -1.9685 1.0471 3.6553 0.0 0.0 0.0
C -3.0244 0.7792 4.5573 0.0 0.0 0.0
C -4.0963 0.0662 4.1255 0.0 0.0 0.0
C -4.1414 -0.4032 2.7940 0.0 0.0 0.0
C -5.2483 -1.1397 2.3187 0.0 0.0 0.0
C -5.2494 -1.5824 1.0295 0.0 0.0 0.0
C -4.1562 -1.3194 0.1879 0.0 0.0 0.0
C -3.0440 -0.6104 0.5984 0.0 0.0 0.1
S -1.7061 -0.3858 -0.5070 0.0 0.0 0.0
C -3.0382 -0.1153 1.9513 0.0 -0.1 -0.1
N -1.9743 0.6135 2.4122 0.0 0.0 0.0
H -0.9507 2.2278 5.1332 0.0 0.0 0.0
H -0.6225 2.7117 3.4744 0.0 0.0 0.0
H 0.1374 1.2710 4.1243 0.0 0.0 0.0
H -2.9632 1.1513 5.5710 0.0 0.0 0.0
H -4.9262 -0.1521 4.7877 0.0 0.0 0.0
H -6.0759 -1.3386 2.9881 0.0 0.0 0.0
H -6.0901 -2.1473 0.6461 0.0 0.0 0.0
H -4.1705 -1.6923 -0.8283 0.0 0.0 0.0
C 2.4873 -1.8770 2.4615 -0.1 0.0 0.0
S 1.0940 -1.6465 1.3377 0.1 -0.2 0.1
C -0.2158 -2.4290 2.2983 0.1 0.0 0.0
H 2.3555 -1.2734 3.3586 0.0 0.0 0.0
H 3.3815 -1.5434 1.9396 -0.1 0.0 0.0
H 2.5861 -2.9311 2.7195 0.0 0.0 0.0
H 0.0478 -3.4642 2.5125 0.0 0.0 0.0
H -1.1206 -2.4047 1.6961 0.0 0.0 0.0
H -0.3841 -1.8910 3.2316 0.0 0.0 0.0
C -0.1734 -1.6916 -5.5438 0.0 0.0 0.0
N -0.9626 -1.4660 -4.2627 0.0 0.0 0.0
C -0.4779 -2.4839 -3.2087 0.0 0.0 0.0
N 0.9245 -2.3924 -3.0384 0.0 0.0 0.0
C 1.6194 -2.5859 -4.2985 0.0 0.0 0.0
N 1.2272 -1.6051 -5.3133 0.0 0.0 0.0
C 1.6601 -0.2428 -4.9459 0.0 0.0 0.0
P 0.9590 0.3932 -3.3350 -0.1 0.0 0.0
C -0.8002 -0.0513 -3.7770 0.0 0.0 0.0
C 1.3195 -1.1494 -2.3584 0.0 0.0 0.0
H -0.5034 -0.9395 -6.2608 0.0 0.0 0.0
H -0.4392 -2.6896 -5.8975 0.0 0.0 0.0
H -1.9514 -1.6437 -4.4365 0.0 0.0 0.0
H -0.7645 -3.4616 -3.6019 0.0 0.0 0.0
H -1.0111 -2.2479 -2.2855 0.0 0.0 0.0
H 1.3940 -3.5850 -4.6805 0.0 0.0 0.0
H 2.6918 -2.5064 -4.1295 0.0 0.0 0.0
H 1.3933 0.4416 -5.7547 0.0 0.0 0.0
H 2.7491 -0.2393 -4.8749 0.0 0.0 0.0
H -1.1599 0.6055 -4.5721 0.0 0.0 0.0
H -1.4365 0.0627 -2.8961 0.0 0.0 0.0
H 0.8133 -1.0963 -1.3943 0.0 0.0 0.0
H 2.3876 -1.1625 -2.1411 0.0 0.0 0.0
```
Forces are in eV/Å.

Computed properties:
Net charge   0
HOMO-LUMO gap   5.414 eV
Spin multiplicity   1

Partial charges, Mulliken, in e:
1. Sr 0.7072
2. C 0.0296
3. C -0.1105
4. C -0.3914
5. C -0.3760
6. C -0.5419
7. C -0.2577
8. H 0.1777
9. H 0.3383
10. H 0.3549
11. H 0.3758
12. H 0.2839
13. H 0.2751
14. S -0.3245
15. C 0.0638
16. C -0.6282
17. C -0.7978
18. C -0.5019
19. C -0.7645
20. C 0.5592
21. S -0.4785
22. H 0.3029
23. H 0.3598
24. H 0.3247
25. H 0.3938
26. C -1.0129
27. C 0.4200
28. C -0.8356
29. C -1.0112
30. C 1.1857
31. C -0.8634
32. C -0.7829
33. C -0.6335
34. C 0.5719
35. S 0.0237
36. C -1.7520
37. N 1.4669
38. H 0.4669
39. H 0.0167
40. H 0.1759
41. H 0.4775
42. H 0.3912
43. H 0.3773
44. H 0.3823
45. H 0.4106
46. C -0.7499
47. S 0.2285
48. C -0.9306
49. H 0.2550
50. H 0.0357
51. H 0.4940
52. H 0.4951
53. H 0.1564
54. H 0.1977
55. C -0.7974
56. N 0.1182
57. C -0.6598
58. N 0.2640
59. C -0.9687
60. N 0.1487
61. C -1.1191
62. P 0.5394
63. C -0.7412
64. C 0.2167
65. H 0.3792
66. H 0.3684
67. H 0.3400
68. H 0.3669
69. H 0.2250
70. H 0.3018
71. H 0.3759
72. H 0.4329
73. H 0.4355
74. H 0.4389
75. H 0.1637
76. H -0.4996
77. H 0.6398



Entry 2:
Computed, not measured: a molecular structure, C9H11Cl2F6NO8P3Pt at a distorted geometry, with ωB97M-V/def2-TZVPD.

The geometry in XYZ format:
```
41
Properties=species:S:1:pos:R:3:forces:R:3
Pt -0.7817 -1.0335 -0.0102 2.9 -1.3 0.1
N 3.3953 -3.0228 -0.7237 0.3 -0.8 0.0
C 2.3208 -2.0006 -0.6593 -1.0 0.0 0.1
C 2.7954 -0.6235 -1.0585 0.0 0.3 0.0
P 1.0282 -2.7435 -1.8195 0.4 0.1 -0.5
O 1.3383 -2.0088 -3.2049 0.2 -0.4 0.2
O 1.4616 -4.1614 -1.8779 0.0 -0.2 -0.1
O -0.4223 -2.4523 -1.4646 -0.9 0.9 1.2
P 1.7921 -2.1280 1.1295 0.8 0.5 0.1
O 2.0252 -0.6190 1.6481 0.0 -0.1 -0.4
O 2.7782 -3.0477 1.7575 0.0 -0.2 0.1
O 0.3303 -2.4764 1.2836 -1.5 1.1 -1.1
H 2.8864 -3.8308 -1.2233 0.4 0.1 0.2
H 3.5613 -3.2888 0.2908 0.3 0.0 -0.4
H 4.2339 -2.7364 -1.2270 -0.2 0.1 0.1
H 2.9955 -0.5839 -2.1296 0.1 0.0 0.0
H 3.6866 -0.3420 -0.4984 0.0 0.0 0.1
H 2.0186 0.1049 -0.8327 0.1 0.0 -0.1
H 0.6543 -1.3831 -3.4592 -0.4 0.4 0.0
H 2.2719 -0.6490 2.5720 0.2 0.1 0.4
Cl -3.8878 4.8357 3.2861 0.0 0.0 0.0
C -2.9208 3.5789 2.6520 0.5 0.5 0.1
C -1.5305 3.7326 2.6335 0.0 -0.1 -0.1
C -0.7496 2.7275 2.1193 0.3 0.2 0.3
Cl 0.9373 2.8846 2.0428 0.1 0.1 0.0
C -1.3086 1.4779 1.6625 0.1 -0.4 0.0
O -0.5208 0.5514 1.3320 -0.7 0.0 -0.2
C -2.7449 1.3717 1.6867 0.3 1.3 0.3
C -3.3670 0.1556 1.2412 -1.0 -1.9 -0.5
O -2.8267 -0.9046 0.9372 -1.6 1.3 0.9
C -3.5209 2.4305 2.1628 0.2 -1.5 -0.5
H -1.0705 4.6335 3.0099 0.0 0.1 0.0
H -4.4677 0.1958 1.2046 0.0 0.1 0.0
H -4.5971 2.3408 2.1893 -0.1 0.0 0.0
F 0.1051 1.0778 -1.3340 -0.3 0.2 -0.2
P -1.1242 1.3277 -2.4307 0.8 -0.2 0.1
F -2.1415 0.6324 -1.2878 0.2 -0.4 0.1
F -0.8144 -0.1779 -2.9707 -0.3 0.1 -0.2
F -0.0736 1.9317 -3.4614 -0.2 0.1 0.0
F -1.3986 2.7446 -1.7430 -0.1 0.1 -0.1
F -2.3470 1.4787 -3.4250 0.1 0.0 0.1
```
Forces are in eV/Å.

Computed properties:
Net charge   0
HOMO-LUMO gap (alpha / beta)   7.551 / 5.101 eV
Spin multiplicity   2

Partial charges, Mulliken, in e:
1. Pt 1.7246
2. N -0.0866
3. C 0.3476
4. C -1.5669
5. P 1.0131
6. O -0.5269
7. O -0.8374
8. O -0.6839
9. P 0.9526
10. O -0.4225
11. O -0.8691
12. O -0.8045
13. H 0.3881
14. H 0.4254
15. H 0.3057
16. H 0.5179
17. H 0.4768
18. H 0.0573
19. H 0.4297
20. H 0.2925
21. Cl -0.1599
22. C 0.4613
23. C -0.7788
24. C 0.4827
25. Cl -0.1138
26. C 0.4804
27. O -0.7587
28. C 0.9494
29. C -0.4164
30. O -0.5261
31. C -0.9583
32. H 0.4575
33. H 0.3251
34. H 0.4270
35. F -0.3781
36. P 1.2591
37. F -0.3629
38. F -0.3963
39. F -0.3852
40. F -0.3776
41. F -0.3636



Entry 3:
Computed, not measured: 2 unconnected molecules or ions with the total composition C6H11N3O at a distorted geometry, with ωB97M-V/def2-TZVPD.

The geometry in XYZ format:
```
21
Properties=species:S:1:pos:R:3:forces:R:3
C 2.6049 0.8284 1.3718 -2.5 0.4 -0.4
C 2.7287 -0.3328 0.6055 1.4 1.9 2.4
C 1.3413 1.3753 0.8168 2.9 -3.2 0.1
C -2.4287 0.0734 -1.2572 -2.9 2.7 0.7
C -1.5273 -1.9731 -0.2094 1.3 1.6 1.6
C -1.3314 -0.9105 -1.2699 1.4 0.5 0.1
N 1.7742 -0.3600 -0.2758 -0.3 -2.5 -2.0
N 0.8626 0.6212 -0.1923 1.1 1.0 1.5
N 0.6929 2.4949 1.1204 -1.0 1.6 -3.3
O -0.2696 -0.7409 -1.8659 -2.4 -1.1 -0.1
H 3.0683 1.1832 2.3119 0.0 -0.5 -1.1
H 3.4536 -1.1002 0.6919 0.5 -0.6 -0.2
H -3.4602 -0.3031 -1.0600 0.9 -0.6 0.1
H -2.3912 0.9005 -0.4221 0.7 -1.7 -1.3
H -2.6477 0.6459 -2.1519 0.9 0.1 -0.5
H -0.5095 -1.9269 0.2898 -1.1 -0.7 -0.3
H -1.7534 -2.9482 -0.6052 -0.1 -0.3 0.0
H -2.2642 -1.5727 0.5651 0.7 -1.0 -1.2
H 1.7154 -1.1961 -0.8821 -0.8 1.5 0.1
H 0.3912 2.7140 1.9973 -0.6 0.4 2.8
H -0.0498 2.5277 0.4212 -0.1 0.7 0.5
```
Forces are in eV/Å.

Computed properties:
Net charge   0
HOMO-LUMO gap   8.774 eV
Spin multiplicity   1
SMILES string   Nc1cc[nH]n1.CC(C)=O

Partial charges, Mulliken, in e:
1. C -0.6774
2. C -0.3788
3. C 0.3625
4. C -1.2738
5. C -0.9746
6. C 1.0599
7. N 0.2302
8. N -0.5702
9. N -0.4685
10. O -0.5813
11. H 0.2986
12. H 0.4492
13. H 0.3654
14. H 0.2193
15. H 0.3730
16. H 0.2140
17. H 0.3238
18. H 0.2922
19. H 0.2468
20. H 0.2170
21. H 0.2729



Question: net charge of number 3 (C6H11N3O)?
Answer: 0